Entry 1:
133
Properties=species:S:1:pos:R:3:mulliken_charge:R:1 method="wB97M-V/def2-TZVPD" spin_multiplicity=1 homo_lumo_gap_ev=6.65 total_charge=+2 total_energy_ha=-3911.997067 e_above_lowest_kj_mol=130.4 mol_weight_g_mol=1060.44
Si 0.66 -2.67 4.11 0.109
C 1.65 2.94 4.12 -0.835
H -5.71 1.85 1.78 0.378
C -3.59 1.23 4.38 -0.198
H 4.29 2.23 2.15 0.511
C -1.75 -0.26 4.13 0.205
C 0.16 3.04 -1.87 0.696
C -3.92 2.16 -5.52 -0.827
H 0.85 -6.29 -3.81 0.499
C -1.12 -3.38 4.10 -1.042
C 2.92 -6.16 -3.33 -0.870
C -4.02 -2.14 -1.74 -0.973
H -3.16 -4.16 0.82 0.551
H 6.45 -0.38 1.54 0.488
C 2.49 3.20 -1.28 -0.354
C 2.38 1.30 2.03 0.569
H 3.37 0.33 -1.33 0.189
H 1.58 -4.79 4.96 0.488
C -2.39 3.24 -0.66 0.081
H -3.01 -0.21 5.85 0.493
H -5.56 1.81 -4.19 0.493
C -2.01 -2.49 0.12 0.224
C 3.84 -0.32 -0.60 -1.243
H -2.94 4.39 3.90 0.384
C 4.96 0.12 0.09 -0.577
C 0.24 4.27 -2.51 -0.204
C 1.30 2.50 -1.26 0.067
H 3.64 3.71 4.02 0.425
H -6.21 3.48 2.23 0.423
C 2.57 4.43 -1.91 -0.984
C -2.95 4.41 -1.16 -0.303
H -0.20 -3.34 -3.75 0.340
C -1.50 0.23 2.86 -0.187
H 4.94 -5.74 -2.75 0.483
C 2.93 3.01 3.61 -1.052
C -4.50 1.97 -4.27 -0.752
P -1.40 2.09 -1.67 2.951
H -4.21 6.09 -0.75 0.445
C -4.10 -3.18 -0.83 -0.875
H 2.38 -3.94 0.57 0.075
C 1.26 -1.58 5.56 -1.111
C 3.92 -2.44 0.57 0.434
H 3.16 -7.11 -3.79 0.433
H -0.63 4.70 -2.98 0.351
H 0.85 -2.37 1.63 -0.545
C -2.91 -1.30 -1.74 -0.283
H -1.25 -2.64 0.89 0.094
H 4.39 -3.61 -1.71 0.748
C -2.70 2.82 0.64 -0.951
H -2.11 2.57 -6.59 0.497
H -4.85 5.28 1.47 0.451
C 4.10 -0.38 -4.50 -1.040
C -2.33 1.25 2.35 -1.442
C -3.80 5.17 -0.38 -1.512
H -4.81 -1.98 -2.46 0.542
H -4.53 2.13 -6.41 0.438
C -0.13 -3.97 -2.87 -1.187
C -2.56 2.41 -5.62 -0.944
C -2.34 2.24 -3.23 0.307
C -1.88 -1.46 -0.81 1.961
C 1.81 -4.18 4.08 -1.333
Zr -0.11 -0.19 -0.90 -2.157
H -4.95 -3.85 -0.84 0.447
C -4.14 3.01 2.72 1.312
C -3.34 1.79 3.13 1.370
C 0.74 2.03 3.62 -0.724
H -4.40 1.62 4.98 0.527
H 5.34 1.11 -0.10 0.562
H 2.86 -3.92 4.15 0.374
H 1.00 -2.04 6.51 0.434
C -5.61 2.62 2.54 -1.767
H -2.72 4.71 -2.17 0.492
H 5.12 -0.44 -4.86 0.480
H -0.52 0.49 -3.71 0.135
H 3.53 1.17 -5.85 0.475
H 3.49 -3.98 1.96 0.461
H -4.56 4.98 3.56 0.418
C -3.10 -3.35 0.11 -0.924
H -1.59 -3.28 5.08 0.467
H 5.52 -2.61 1.97 0.553
C 5.57 -0.71 1.01 -1.204
H 3.36 2.80 -0.78 0.548
C 3.29 2.19 2.55 -1.052
C 1.62 -5.70 -3.33 -0.789
H -0.24 1.97 4.07 0.454
C 3.41 -3.81 0.89 -1.698
H 1.20 1.24 -5.10 0.464
C -3.98 4.10 3.80 -1.796
C 2.39 -1.11 -2.97 -0.020
C -2.82 0.20 4.87 -2.533
H 1.23 1.52 -0.74 -0.275
C -4.15 4.71 0.88 -0.289
H 1.66 -4.81 3.21 0.377
C 3.92 -5.40 -2.74 -1.240
C 3.60 -4.20 -2.15 -0.864
P 1.91 -2.06 -1.47 1.887
C 1.45 -0.25 -3.57 0.551
O -2.03 1.69 1.07 0.516
C -3.63 3.53 1.40 0.853
H -2.86 -0.50 -2.49 0.255
H -4.15 1.81 -2.17 0.516
H 3.50 4.98 -1.91 0.456
C 0.93 -1.64 2.45 1.046
C 1.90 0.57 -4.61 -0.446
H 2.34 -1.50 5.53 0.401
H 1.36 3.58 4.94 0.489
C -3.71 1.99 -3.14 -0.790
C 3.20 0.52 -5.05 -1.038
H -0.83 -4.80 -3.00 0.587
C 5.04 -1.97 1.25 -0.751
C 1.45 4.96 -2.54 -0.935
C 0.03 -0.27 -3.14 -0.111
P 0.02 -0.12 1.87 1.442
H 4.02 -4.57 0.40 0.505
H -0.42 -1.24 -3.40 0.129
H 0.87 -0.57 5.56 0.330
H 1.98 -1.32 2.46 0.124
C 3.35 -1.62 -0.41 1.569
C 1.28 -4.48 -2.75 0.185
H 1.51 5.92 -3.03 0.513
C 2.29 -3.73 -2.14 1.932
H -1.78 -2.89 3.38 0.202
H -0.42 -3.39 -1.98 -0.090
C 1.10 1.19 2.57 0.742
H -1.11 -4.44 3.87 0.466
H 4.40 -1.89 -3.03 0.366
C -1.77 2.46 -4.49 -0.344
H -4.33 3.74 4.77 0.431
H -1.09 -0.99 4.55 0.586
H -6.03 2.24 3.47 0.406
C 3.69 -1.20 -3.46 -0.381
H -0.71 2.66 -4.58 0.481
H 2.67 0.65 1.20 -0.290



Entry 2:
164
Properties=species:S:1:pos:R:3:mulliken_charge:R:1 method="wB97M-V/def2-TZVPD" spin_multiplicity=1 smiles="O=[N+]([O-])c1ccccc1.O=[N+]([O-])c1ccccc1.O=[N+]([O-])c1ccccc1.O=[N+]([O-])c1ccccc1.O=[N+]([O-])c1ccccc1.O=[N+]([O-])c1ccccc1.O=[N+]([O-])c1ccccc1.O=[N+]([O-])c1ccccc1.C[C@H]1COC(=O)O1.C[C@H]1COC(=O)O1.C[C@H]1COC(=O)O1.C[C@H]1COC(=O)O1" homo_lumo_gap_ev=8.57 total_charge=0 total_energy_ha=-5021.230979 mol_weight_g_mol=1393.24
C -5.21 2.21 -4.43 -0.665
H 4.78 -2.96 -4.97 0.515
H 4.91 -4.73 -0.35 0.632
O -3.69 4.30 -2.08 -0.668
H -4.27 3.73 1.29 0.385
C -1.06 0.93 -6.49 0.147
C 5.50 -3.62 2.77 -0.558
H 6.77 -3.87 1.01 0.491
C -4.15 -2.63 2.50 -0.724
O 2.13 -1.74 -2.23 0.163
H 6.62 2.96 0.07 0.277
H -0.94 -1.88 -4.65 0.434
C 4.94 1.61 0.47 0.772
C -1.85 -4.84 -0.67 -0.059
C -1.79 0.61 -0.29 -0.476
O 6.30 3.43 -4.57 -0.630
H 4.96 -4.33 -3.98 0.415
C 6.44 1.95 0.39 -0.683
O 2.11 -2.00 5.23 -0.273
H 3.38 -3.87 -4.52 0.443
H 3.96 1.69 -4.79 0.491
O 3.67 -3.34 -1.89 -0.280
C -3.28 -2.31 4.80 -0.750
O 2.10 2.58 1.88 -0.251
C 0.59 4.25 1.68 -0.826
H -1.12 -6.68 0.16 0.480
O -3.72 -2.40 -2.36 -0.627
H -1.83 2.87 -5.92 0.519
H 3.54 -0.46 -3.10 -0.667
C -3.66 3.11 4.96 -0.325
O 2.02 4.09 3.43 -0.728
N 2.42 -5.57 0.55 1.288
O -1.95 -2.15 -1.09 -0.281
C 2.58 -2.73 -1.39 0.061
C -4.23 -4.79 -1.29 -0.642
H 0.36 -2.04 2.14 0.454
N -2.87 -2.82 -1.60 0.956
H 0.99 0.50 6.59 0.312
H 3.53 0.29 1.56 -0.217
O 1.93 -3.08 -0.49 -0.067
C -4.90 3.46 4.53 -1.092
H -6.96 -0.55 -3.52 0.373
H -2.14 2.60 2.00 0.228
H 3.70 0.92 4.70 0.469
C -5.03 3.68 3.11 -0.332
C -1.77 1.35 -4.32 -0.036
O -1.29 2.11 5.71 -0.657
O -0.62 0.43 -0.81 0.278
H -0.20 0.24 1.98 0.422
N 5.80 3.22 -3.49 0.934
H 0.90 5.90 2.93 0.585
H -4.16 0.64 3.44 0.404
C -5.47 2.08 -1.99 -0.568
C -0.65 -1.77 1.95 -0.669
H 0.66 3.05 -2.45 0.771
N -1.37 2.32 4.57 0.930
H 2.17 4.69 -1.22 0.290
O 0.14 -0.97 5.40 -0.159
C -6.44 0.39 -3.41 -0.790
O 6.01 -0.16 -2.27 -0.637
H 2.77 0.06 3.47 0.010
H 4.36 2.52 0.65 0.064
H 6.91 1.79 1.30 0.488
C -4.05 3.40 2.27 -1.445
H 2.73 -1.53 -4.20 0.278
N -4.85 -0.67 1.25 1.304
H 4.12 -3.49 4.38 0.424
C -0.93 6.15 1.67 -1.025
C 1.70 3.11 -2.71 -0.665
C -3.19 -6.81 -0.31 -0.685
H -3.24 -0.34 5.50 0.565
O -1.72 2.18 -8.25 -0.605
C -4.00 -0.43 3.46 0.195
H -2.92 -2.76 5.74 0.391
C 5.79 -3.94 1.45 -0.865
H -0.85 -4.36 -0.67 0.335
C 4.55 0.54 1.43 -0.571
H 2.90 -0.73 6.49 0.313
C -1.99 -6.14 -0.23 -0.492
C -0.72 -0.40 -6.26 -0.901
H 1.58 1.48 -4.11 0.570
H -6.01 4.07 2.68 0.318
O -5.03 -1.31 0.23 -0.683
O 1.31 -5.58 1.00 -0.681
C -2.67 2.82 4.05 -0.870
H -3.37 -7.86 -0.12 0.442
H -5.31 2.49 -1.02 0.238
H -2.49 5.95 0.19 0.466
C -3.50 -0.94 4.67 -0.570
N -0.95 1.31 -7.91 1.005
H -3.52 2.98 6.02 0.484
H -3.47 -4.21 3.76 0.405
H -1.74 3.79 -0.70 0.362
C -3.55 -3.12 3.68 -0.550
C -1.18 4.23 0.11 -1.410
H -5.65 3.77 5.20 0.532
H -5.19 -6.65 -0.75 0.396
H -5.09 -4.27 -1.60 0.585
C -2.83 2.96 2.73 2.033
C 3.14 -1.46 -3.18 0.416
C 0.19 5.49 2.22 -0.596
C 3.60 2.31 -3.99 -0.792
C -1.60 5.47 0.59 -0.273
C 3.19 -4.38 2.53 -0.606
N -4.38 4.04 -3.04 1.146
C 2.55 4.01 -2.05 -0.578
C 3.52 -4.73 1.23 0.345
C -5.94 1.03 -4.52 -0.264
C -1.53 0.01 -4.06 0.005
C 3.35 -0.05 4.39 -0.987
C 1.07 0.08 5.59 0.232
C 4.22 -2.60 -3.02 0.782
H 4.96 0.75 2.46 0.215
H -1.84 -0.37 -3.11 0.027
H 4.24 -0.65 4.15 0.436
H 0.34 2.68 0.28 1.147
H -0.32 -0.99 -7.06 0.554
C -0.53 -0.49 1.29 1.677
C 2.40 -0.65 5.52 0.096
O -1.91 0.04 0.91 0.405
H -1.16 -2.51 1.36 -0.502
C -2.99 -4.21 -1.23 -0.090
C 2.22 2.25 -3.66 0.023
H -4.22 -3.16 1.57 0.539
O 6.44 3.15 -2.48 -0.527
C -0.01 3.64 0.62 1.013
H -1.13 -1.60 2.91 -0.288
C -4.34 -1.28 2.43 -0.011
O -0.20 0.73 -8.62 -0.631
O 0.28 -3.21 4.90 -0.526
H 0.18 -1.41 -0.68 -1.034
C -6.11 0.86 -2.12 -0.004
C 4.77 -4.55 0.68 -0.302
H -5.98 0.56 -5.49 0.405
O 2.80 -6.17 -0.44 -0.679
H 4.98 -0.37 1.02 0.369
C -1.06 -0.84 -4.99 -0.334
O -2.73 1.20 -0.70 -0.204
C -5.06 2.74 -3.15 0.409
C 4.31 -3.50 -4.20 -1.960
H 6.25 -3.33 3.51 0.404
H 5.19 -2.14 -2.77 0.195
O -4.55 4.76 -4.01 -0.643
H -2.13 1.93 -3.49 0.633
H -6.52 0.41 -1.22 0.344
C 0.78 -2.16 5.13 0.497
C 3.88 4.01 -2.33 -0.437
H -4.91 2.68 -5.32 0.574
H 1.06 0.85 4.83 -0.307
N 1.64 3.60 2.39 0.968
O -0.38 2.27 3.79 -0.243
C 5.83 0.66 -1.38 -0.005
C 4.22 -3.82 3.33 -0.473
C 0.23 -0.45 -0.08 -0.428
O -5.13 0.49 1.41 -0.645
C -1.58 1.86 -5.59 -0.891
H 2.19 -4.58 2.97 0.528
H 4.50 4.75 -1.86 0.504
C -4.29 -6.10 -0.82 -0.551
H 1.24 -0.11 -0.14 0.659
O 4.69 1.15 -0.91 0.411
C 4.40 3.21 -3.32 0.019
O 6.87 1.06 -0.58 -0.436
H -1.17 7.17 1.90 0.509



Entry 3:
143
Properties=species:S:1:pos:R:3:mulliken_charge:R:1 method="wB97M-V/def2-TZVPD" spin_multiplicity=2 homo_lumo_gap_ev="5.76 / 4.62" total_charge=+1 total_energy_ha=-4290.107859 e_above_lowest_kj_mol=0.0 mol_weight_g_mol=1090.22
H 1.75 -6.06 2.91 0.297
H -1.80 -2.48 3.95 0.542
C 3.06 -4.24 -4.52 -1.069
C -0.08 -4.84 5.63 -0.637
C 0.74 4.74 0.91 -1.835
C 1.19 6.00 5.64 -1.098
C -2.79 -5.73 -4.54 -1.613
H 0.29 -4.47 1.54 0.836
C -3.10 5.14 6.23 -1.744
C -2.76 4.06 4.01 -0.033
H 3.12 4.14 3.61 0.538
C -3.70 -5.33 -2.27 -1.902
C 1.18 -4.64 5.09 -0.294
C 2.67 -6.18 2.35 -1.482
C 0.67 4.72 -0.44 -1.758
H 2.13 -5.60 -5.89 0.439
H -0.15 -5.00 -5.26 0.267
C 0.95 2.98 2.66 -0.296
N 0.89 -1.46 0.26 0.418
C 0.95 2.94 -2.17 -0.906
C 0.90 3.97 -3.25 -0.059
H 4.07 -4.48 -4.82 0.430
H -1.04 -5.56 -1.52 0.127
C 2.03 5.71 -4.49 -1.171
O -3.04 1.89 -3.67 -0.707
H -4.78 2.01 -5.55 0.403
H -0.92 -2.17 -3.21 0.181
H -3.75 -5.33 -4.86 0.438
H -1.95 6.69 3.93 0.345
H -3.48 6.63 3.09 0.396
H 6.02 -5.43 2.57 0.415
H -1.31 1.68 -6.68 0.326
H 4.98 -5.45 1.15 0.375
O 4.11 0.66 0.52 -0.462
H -3.28 6.11 6.71 0.359
H 0.67 5.58 1.57 0.619
H 3.32 5.91 5.34 0.431
C 0.43 -3.60 -3.75 0.541
H -2.86 -6.81 -4.51 0.391
C -0.97 -3.10 4.27 -0.349
H -4.51 -4.71 -2.65 0.389
C -3.44 4.36 -5.92 -1.760
H 2.86 4.67 -2.81 0.519
H 1.25 6.77 6.40 0.435
H 0.43 -0.76 5.26 0.580
C 1.36 -0.58 -2.53 1.120
H -1.93 2.93 -7.76 0.436
H -1.74 -7.01 -2.23 0.541
N -1.37 3.94 3.87 0.092
C 0.78 1.23 4.43 -1.639
C 2.00 4.79 -3.46 -0.216
N 1.17 0.53 -1.71 0.548
C 1.53 -2.96 -3.16 0.223
H 3.41 -6.92 4.69 0.411
H -1.23 3.12 3.29 0.100
C 1.14 1.62 -2.55 1.096
H 2.01 -5.22 5.44 0.405
C -2.44 -5.20 -3.14 2.505
C 2.35 5.52 5.06 -1.118
H 2.53 -5.76 1.35 0.121
H 2.76 -2.39 3.35 0.192
H -4.02 -6.38 -2.28 0.477
N 2.62 -3.37 3.53 0.019
C 1.97 -4.86 -5.12 -0.583
H -3.54 0.92 -6.17 0.394
H -3.32 4.76 -6.93 0.353
C 0.89 3.38 1.34 1.094
H -4.24 2.16 -7.23 0.444
O 4.70 -3.32 2.80 -0.703
H -1.05 5.16 -5.76 0.419
C -3.42 5.23 4.73 2.261
H -2.06 -5.46 -5.30 0.252
H -2.08 4.84 6.45 0.468
C 5.11 -5.86 2.15 -1.935
C 0.28 -2.90 3.69 0.586
C -1.63 2.72 -6.73 -1.648
C 0.85 -3.66 -0.41 -1.590
N -0.85 -3.16 -3.37 0.101
C 2.82 -3.28 -3.55 -0.425
C 0.83 3.36 -0.86 1.226
N 2.97 0.59 0.43 0.785
N 0.93 2.54 0.25 0.843
C 0.89 1.65 3.07 0.722
H -4.51 4.32 -5.71 0.415
C 1.33 -1.90 -2.12 -0.499
C -0.18 4.52 4.31 1.031
H -5.42 5.91 5.10 0.432
N -1.32 3.26 -3.76 0.021
C -3.02 6.56 4.07 -1.560
H -3.75 4.41 6.70 0.402
H 0.55 5.56 -1.11 0.586
C 0.59 -2.27 1.33 0.770
C 0.92 5.82 -5.31 -0.879
C -0.24 4.10 -4.08 0.770
H -3.50 -5.04 -1.24 0.372
H 1.32 1.85 -4.76 0.635
C 1.06 -2.30 -0.81 0.601
C 3.78 -4.04 3.13 -0.391
H 0.94 -4.51 -1.07 1.052
V 1.28 0.54 0.29 0.390
H -2.13 -4.22 5.67 0.430
C 0.68 -4.54 -4.75 -0.303
H -5.30 4.15 4.98 0.394
H 4.15 -5.42 5.23 0.387
C -3.92 1.94 -6.21 -1.937
H -0.92 5.91 5.78 0.527
O -3.41 3.17 3.51 -0.696
H -3.02 5.08 -5.22 0.418
H 2.84 -7.26 2.23 0.566
H -1.27 2.86 -2.83 0.210
H 0.83 1.89 5.28 0.690
C 4.15 -6.17 4.44 -1.854
C 0.53 -3.64 0.90 -1.568
C -1.16 -4.07 5.23 -1.060
C -2.84 2.95 -5.81 2.467
H 2.90 6.34 -4.65 0.439
C 1.47 -0.15 -3.89 -1.780
C -2.13 -3.70 -3.23 -0.323
C 1.00 4.03 3.72 -0.166
O -3.02 -2.88 -3.11 -0.700
C -2.43 2.67 -4.37 -0.243
N 0.78 0.55 2.23 0.457
H -0.45 -6.17 -3.07 0.353
C 0.59 -0.54 3.05 0.782
C 0.57 -0.11 4.42 -1.673
C 3.89 -5.56 3.03 2.754
H -0.77 3.35 -6.51 0.474
C -0.20 5.03 -5.11 -0.114
H -3.38 7.39 4.67 0.380
C 2.24 4.54 4.09 -0.144
C 0.46 -1.86 2.64 -0.825
H 5.13 -6.64 4.46 0.418
H 3.66 -2.77 -3.08 0.545
C 1.32 1.19 -3.90 -1.866
H -0.20 -5.60 6.40 0.437
C -0.05 5.51 5.29 -0.375
C -1.34 -6.02 -2.46 -1.477
C -4.94 5.09 4.57 -1.883
H 5.23 -6.94 2.08 0.494
H 1.61 -0.82 -4.72 0.620
H -5.24 5.14 3.52 0.400
H 0.91 6.54 -6.12 0.433
C 1.37 -3.68 4.10 0.525